Record 1
Here is the molecule C3H2N4O from the OMol25 dataset. Energies are from ωB97M-V/def2-TZVPD.

The geometry in ORCA input format:
```
! RIJCOSX wB97M-V def2-TZVPD def2/J DEFGRID3
* xyz 0 1
H -1.15 -2.39 -0.93
C 0.00 0.84 -0.84
N -0.51 -1.44 1.08
N 0.05 -0.63 1.72
C -0.69 -1.39 -0.43
H 1.96 1.83 -0.05
C 1.13 0.82 -0.01
O -0.50 1.87 -1.35
N -0.70 -0.38 -1.16
N 1.23 0.17 1.14
*
```

Values from the calculation:
- SMILES string = O=c1cnnncn1
- highest occupied orbital energy (eV) = -9.71
- total energy (eV) = -11145.46407
- F_max (Eh/bohr) = 0.1437

=====

Record 2
Here is a cluster of 4 separate species, C9H26O4 in total from the OMol25 dataset. Energies are from ωB97M-V/def2-TZVPD.

The geometry in ORCA input format:
```
! RIJCOSX wB97M-V def2-TZVPD def2/J DEFGRID3
* xyz 0 1
H 0.54 -2.01 -1.04
H 0.11 -0.20 3.59
H 1.14 0.43 0.98
C 0.10 2.74 -3.01
H 0.45 -4.91 1.17
O 1.15 1.51 2.30
O 0.10 -2.36 1.38
C 0.05 0.71 -4.47
H -0.30 -3.42 -1.80
C -0.59 0.57 3.55
O 1.27 -0.08 0.16
O -0.28 0.53 -2.07
H 1.17 -3.65 -0.87
C -0.52 -3.23 0.40
H -1.01 2.90 -2.98
H -1.04 3.03 2.13
H 0.22 3.91 2.89
H -1.24 0.54 2.71
H 0.96 0.66 -5.07
H -0.45 -0.27 -4.58
H -1.30 0.60 4.38
H 0.50 3.19 -2.08
H -1.62 -2.88 0.20
H -1.21 -4.73 1.79
H 1.49 1.09 -2.95
H -1.17 3.47 4.00
H 1.74 2.29 2.29
C 0.23 -3.07 -0.94
H 0.83 0.42 -0.59
H 0.80 2.04 4.32
C -0.53 -4.60 0.86
C 0.21 1.89 3.42
C 0.42 1.20 -3.10
H 0.54 3.32 -3.80
H -0.90 -5.19 0.06
H -1.21 0.54 -2.28
H -0.65 1.41 -4.98
C -0.51 3.16 3.10
H 0.51 -1.57 0.92
*
```

Values from the calculation:
- SMILES string = CC(C)O.CC(C)O.CC(C)O.O
- highest occupied orbital energy (eV) = -9.07
- total energy (eV) = -17943.81231
- F_max (Eh/bohr) = 0.0696

=====

Record 3
Here is a structure of composition C28H47BO9OsP3 from the OMol25 dataset. Energies are from ωB97M-V/def2-TZVPD.

The geometry in ORCA input format:
```
! RIJCOSX wB97M-V def2-TZVPD def2/J DEFGRID3
* xyz 1 1
C -0.20 1.09 3.31
C -4.16 2.73 -4.35
O 2.62 -4.17 0.65
H 0.09 0.52 4.19
O 4.51 -3.34 -1.39
C -2.64 0.67 -3.08
C 1.82 1.57 -0.97
H -1.78 2.50 2.86
H -0.30 -1.89 2.72
H -0.26 2.02 -0.59
P 1.62 -4.77 -0.48
O 3.37 -2.44 -3.50
H 0.31 3.01 1.66
H -5.93 0.73 -3.67
H -3.65 -1.14 -5.75
H -1.80 1.90 4.50
H 1.65 0.67 -1.57
H 1.84 -2.85 5.07
C -3.95 1.41 -6.44
H -1.30 -1.47 1.34
C -3.29 0.36 -4.26
C 2.96 -1.01 5.30
H -2.96 0.67 2.01
H 3.40 -2.81 3.20
C -1.64 1.60 3.47
H 3.90 -1.55 5.44
H -2.88 -1.63 3.08
O 0.34 -3.99 -0.08
P 1.49 -0.24 1.28
C 0.62 2.50 -1.02
H -2.92 1.73 -6.62
H 3.52 -4.52 0.64
H 1.44 4.34 1.78
C 1.99 -1.91 4.54
H -4.11 0.46 -6.96
H -4.62 2.14 -6.90
H 5.20 -3.53 -2.03
H -0.60 0.74 1.25
H 2.58 -0.80 6.30
H -3.15 3.13 -4.40
H -6.39 1.44 -5.22
H 1.01 -1.43 4.49
H 3.49 -1.30 1.48
B -0.38 -1.45 -1.30
C 2.49 -2.20 3.13
H -3.60 0.67 3.63
C 2.86 -0.95 2.32
C 3.75 -0.01 3.14
H 0.48 1.93 3.26
O 2.09 -3.94 -1.83
C -2.30 -1.89 -4.30
H 2.66 2.08 -1.45
H 2.34 0.90 4.50
C -0.93 -1.10 2.31
H 1.74 4.32 -0.69
H 4.73 -0.50 3.21
C -4.25 1.32 -4.94
C 0.89 3.79 -0.25
C 1.21 3.44 1.20
O 2.75 -1.67 -1.14
H -1.80 -0.99 4.29
C -5.68 0.78 -4.73
C 2.29 1.21 0.44
C -2.12 -0.87 3.25
Os 1.04 -2.09 -0.11
C -1.82 -0.30 -2.53
H 1.77 -2.83 2.58
C -1.64 -1.56 -3.12
O 1.63 -6.20 -0.67
H 0.04 4.46 -0.30
H 2.59 2.24 2.36
C -2.68 0.54 3.06
H -4.81 3.40 -4.91
H 3.28 3.01 0.96
C 3.24 0.28 4.54
H -2.16 -2.87 -4.75
H 3.99 0.87 5.08
C 2.39 2.48 1.31
C -3.11 -0.93 -4.84
O -0.79 -2.28 -2.39
H -4.50 2.76 -3.31
H -5.80 -0.22 -5.16
H 3.30 0.81 0.36
C -0.12 0.19 2.08
H -2.74 1.63 -2.60
O -1.08 -0.24 -1.41
H 3.95 0.92 2.59
P 3.20 -2.80 -2.11
H 0.38 2.72 -2.06
*
```

Values from the calculation:
- highest occupied orbital energy (alpha / beta) (eV) = -10.83 / -10.85
- total energy (eV) = -79238.60569
- F_max (Eh/bohr) = 0.0661

=====

Record 4
Here is the molecule C3H11N3O from the OMol25 dataset. Energies are from ωB97M-V/def2-TZVPD.

The geometry in ORCA input format:
```
! RIJCOSX wB97M-V def2-TZVPD def2/J DEFGRID3
* xyz 0 1
C -0.91 -0.55 -1.42
H -0.40 -0.52 -2.39
H 1.20 1.09 1.61
C 0.06 -0.30 -0.25
N 1.53 1.41 0.69
O -0.62 -0.55 0.99
N 0.53 1.11 -0.32
H 1.83 -1.11 -1.25
H -0.30 1.71 -0.29
H 1.87 -1.25 0.52
H 0.84 -2.32 -0.42
H -2.48 0.10 1.35
H -1.72 0.19 -1.44
H -1.31 0.77 2.25
H 1.66 2.42 0.77
N -1.59 0.60 1.28
H -1.40 -1.52 -1.31
C 1.22 -1.29 -0.36
*
```

Values from the calculation:
- SMILES string = CC(C)(NN)ON
- highest occupied orbital energy (eV) = -8.45
- total energy (eV) = -9804.61558
- F_max (Eh/bohr) = 0.0449

=====

Record 5
Here is the molecule C7H14N2O3 from the OMol25 dataset. Energies are from ωB97M-V/def2-TZVPD.

The geometry in ORCA input format:
```
! RIJCOSX wB97M-V def2-TZVPD def2/J DEFGRID3
* xyz 0 1
C -0.81 -0.63 0.76
H -1.23 1.09 -2.38
O 2.67 -2.42 -0.47
H 0.86 1.74 1.71
C -1.84 1.59 -0.25
H 0.96 0.42 -0.20
H -1.23 0.95 1.82
H -0.12 -2.33 -0.21
H 0.37 2.52 0.35
H -1.94 2.64 0.35
N 0.32 1.68 0.81
H -0.13 2.58 -1.79
H -3.54 0.56 0.89
O -1.57 -1.27 1.40
O 3.37 -0.35 -0.02
C -0.92 0.98 0.74
C 1.12 -0.59 -0.66
H -3.52 0.04 -0.68
H -2.02 2.48 -2.17
C -3.31 0.93 -0.06
C -1.26 1.92 -1.60
C 2.43 -1.10 -0.27
H 1.02 -0.34 -1.71
H -4.15 1.61 -0.20
H 3.61 -2.59 -0.08
N 0.08 -1.35 -0.10
*
```

Values from the calculation:
- SMILES string = CC(C)[C@H](N)C(=O)NCC(=O)O
- highest occupied orbital energy (eV) = -8.83
- total energy (eV) = -16606.42949
- F_max (Eh/bohr) = 0.0925

=====

Record 6
Here is a cluster of 8 separate species, C51H104N5O11 in total from the OMol25 dataset. Energies are from ωB97M-V/def2-TZVPD.

The geometry in ORCA input format:
```
! RIJCOSX wB97M-V def2-TZVPD def2/J DEFGRID3
* xyz -3 1
H 0.57 -6.47 13.96
H -0.89 -5.56 14.16
H 2.15 -1.88 16.03
H 2.41 -2.37 3.16
O -6.86 1.18 9.60
H -4.73 -0.07 8.63
H 0.95 -2.10 6.68
C -3.21 6.34 8.40
C 2.73 -2.21 13.46
H 3.41 -3.75 3.72
H -9.09 3.15 -1.89
H 4.95 1.08 6.56
H 1.47 -5.79 16.15
H -14.31 -0.73 5.76
C -8.03 -10.67 13.86
C 4.90 0.00 6.49
C -12.60 0.05 6.54
C -9.54 -7.79 10.25
H -5.41 7.60 18.47
H -9.94 -7.94 14.92
H 2.72 -5.65 14.44
N 0.57 -3.10 14.07
H -7.16 -2.04 0.42
H -10.27 -11.77 12.24
H -9.36 2.60 -0.19
C -6.27 6.98 18.72
H -11.84 -11.10 12.30
H 2.10 -0.15 15.45
H -13.37 -2.07 6.24
O -6.24 2.36 0.66
C 2.51 -3.16 3.90
O -12.41 0.80 7.44
H -6.16 6.92 19.80
C 1.33 -1.84 13.98
C -7.89 -1.04 -1.37
H -8.25 -10.83 11.00
C -1.88 6.79 9.13
H -1.99 6.14 10.00
C -7.64 1.59 -1.10
H -1.11 -2.15 14.00
C -6.49 2.07 -2.12
H -6.80 4.83 18.69
C -10.64 -9.82 11.13
C 2.41 -4.75 13.90
C -8.38 0.37 -1.83
H -7.32 6.99 14.67
C 2.31 -4.13 6.30
C -10.51 -10.03 13.60
C -9.44 7.70 16.64
H -10.61 -7.58 10.24
H -9.45 0.28 -1.64
H 4.33 0.85 3.84
H 1.21 0.15 13.16
C -6.15 5.52 16.59
H 3.37 -1.33 13.52
H 5.06 -2.79 4.54
H 0.61 -1.31 12.12
C -6.33 3.98 16.18
C -7.89 7.51 16.87
O -0.73 -2.86 14.52
C -9.03 -9.46 13.63
H -7.45 9.03 15.20
H -7.16 -1.51 -2.03
H -6.29 9.03 16.52
H -9.06 -6.86 10.52
H -8.79 -1.65 -1.51
H 1.43 -3.97 16.45
H -8.55 7.07 18.75
C -6.11 5.51 18.19
H -8.34 -11.65 13.50
H 2.35 0.18 6.80
H -11.47 -9.11 11.21
H 0.41 -0.07 5.57
H 2.61 1.10 5.37
H -4.67 -1.05 10.07
H -4.75 5.80 14.92
H 2.47 -4.91 12.82
C 0.13 -5.48 13.79
O -3.21 5.24 7.78
H -9.05 -9.19 15.91
C -7.47 -1.06 0.06
H -8.35 -0.89 0.68
H 3.65 -0.66 3.15
H 5.84 -0.44 6.16
N -7.39 6.25 16.26
H -0.92 6.46 8.73
H -7.83 -10.97 14.89
H -4.91 -1.53 -0.23
C -9.12 -8.65 14.97
H -7.07 -10.34 13.46
H -5.68 2.64 -1.67
C 0.98 -4.83 15.97
C 1.62 -1.12 15.44
C -6.56 -0.06 9.79
O 4.86 -2.90 5.48
H -6.19 -1.22 2.41
H 1.68 -3.85 3.76
C -4.89 6.08 15.97
H -8.25 -7.02 12.81
C -6.39 -0.09 0.49
H 5.23 -0.53 3.77
H 3.45 -3.31 15.17
N 3.68 -2.07 5.75
H -5.10 5.23 18.46
H -0.07 -4.98 16.22
C -8.63 2.78 -0.97
O -7.82 -7.81 12.47
O -12.01 0.27 5.43
C -13.64 -1.06 6.56
C -7.31 8.79 16.25
H -5.38 3.46 16.26
H -8.08 3.69 -0.69
H -4.13 -0.01 -0.10
H -6.74 3.82 15.18
H 1.21 -0.62 4.07
H -10.78 -10.62 14.47
C -7.65 7.60 18.43
H -5.18 -0.29 -1.38
C -6.16 -0.21 2.00
H 0.28 -2.62 5.25
H -9.84 8.63 17.04
H -1.67 7.82 9.42
H -6.94 0.34 2.53
C 1.18 -2.14 5.61
C 1.22 -0.66 5.15
H -9.50 -7.98 9.17
H -4.00 5.62 16.38
H -8.20 -8.09 15.12
O -7.34 -0.69 10.46
H -11.20 -9.20 13.74
C -8.17 -9.93 10.39
H 4.68 -0.38 7.49
H -4.74 7.16 16.05
H 2.79 -2.44 12.39
H -5.35 0.33 2.48
O -7.69 6.17 14.98
H -7.17 -9.51 10.28
C -9.21 -9.05 11.11
H -7.03 2.62 -2.89
H -8.47 -10.27 9.40
C 2.46 0.08 5.72
H -0.35 -0.68 13.36
H -10.02 6.83 16.95
H 3.01 -4.93 6.09
H -5.65 2.47 -0.08
O -4.19 7.14 8.23
H 0.07 -5.24 12.73
H 1.40 -4.70 6.17
H -10.69 -10.35 10.17
H 2.46 -3.81 7.33
C 3.34 -3.53 14.11
C -5.10 -0.46 -0.31
N -8.93 -8.64 12.49
H 0.65 -1.00 15.91
H -8.25 0.50 -2.90
H -14.21 -1.08 7.48
C -5.32 -0.75 9.24
N -6.89 1.31 0.18
C -10.79 -10.81 12.28
H -7.78 9.66 16.71
H -5.99 1.26 -2.65
C 2.51 -2.85 5.42
H -5.44 -1.56 8.53
H 4.32 -3.71 13.67
C 0.70 -0.81 13.08
C 4.21 -0.23 3.98
C 3.78 -0.57 5.49
H -7.52 8.63 18.75
H -9.43 7.86 15.56
H -6.92 3.48 16.94
C 1.04 -4.49 14.45
*
```

Values from the calculation:
- highest occupied orbital energy (eV) = 0.99
- total energy (eV) = -84531.46085
- F_max (Eh/bohr) = 0.1261

=====

Record 7
Here is a structure of composition C2H6I3N2O4V from the OMol25 dataset. Energies are from ωB97M-V/def2-TZVPD.

The geometry in ORCA input format:
```
! RIJCOSX wB97M-V def2-TZVPD def2/J DEFGRID3
* xyz 0 3
I -2.40 -0.81 -0.38
O -0.08 -0.07 2.32
N 0.37 1.14 -3.28
H 1.79 -0.41 -3.71
O 0.25 0.71 -2.11
H -2.05 -1.42 3.27
O -0.13 2.19 -3.62
O -0.32 0.86 4.27
H 0.54 -0.16 -4.93
V 0.04 0.26 0.03
I 1.04 2.76 0.70
H 1.97 0.92 -4.82
C -1.27 -1.27 4.01
I 1.86 -1.78 -0.10
N -0.52 -0.09 3.50
C 1.23 0.35 -4.26
H -1.69 -1.01 4.98
H -0.64 -2.16 4.13
*
```

Values from the calculation:
- highest occupied orbital energy (alpha / beta) (eV) = -8.69 / -8.89
- total energy (eV) = -63327.59026
- expectation value of S² = 2.10
- F_max (Eh/bohr) = 0.0610

=====

Record 8
Here is a structure of composition C32H37IrN8O2P2 from the OMol25 dataset. Energies are from ωB97M-V/def2-TZVPD.

The geometry in ORCA input format:
```
! RIJCOSX wB97M-V def2-TZVPD def2/J DEFGRID3
* xyz 2 5
H 4.54 -17.07 0.00
C 4.42 -19.28 -1.68
C 2.39 -15.90 4.43
C 10.38 -20.90 -1.41
H 2.40 -22.43 1.92
H 11.80 -22.58 -1.81
H 7.32 -17.68 -2.39
C 9.07 -21.37 4.09
H 8.33 -23.92 -1.90
H 3.77 -19.41 -0.85
C 11.63 -21.55 -1.75
C 11.42 -18.68 -1.60
C 8.25 -21.09 -0.60
O 5.92 -18.60 3.98
C 3.19 -19.03 1.94
N 9.30 -21.74 -1.07
C 1.61 -17.11 2.48
P 6.79 -22.08 -0.09
P 6.64 -19.04 0.10
Ir 5.56 -20.62 1.30
H 5.72 -21.53 -3.15
C 7.26 -24.24 -1.78
H 2.34 -15.32 5.36
C 6.49 -18.33 -2.62
H 6.85 -19.33 -2.88
C 12.54 -19.34 -1.95
H 4.71 -20.31 -1.92
N 4.43 -21.93 2.61
C 2.73 -17.82 2.68
C 1.40 -16.09 3.38
C 6.50 -22.14 3.87
C 6.29 -23.03 -1.65
H 7.03 -24.74 -2.75
C 4.90 -23.67 -1.45
H 7.51 -21.81 -2.99
H 4.31 -16.57 -1.63
N 4.57 -19.27 2.29
O 2.72 -19.64 1.00
H 7.65 -16.94 0.40
C 5.08 -22.52 3.66
H 6.56 -17.20 1.71
N 6.96 -21.17 3.07
C 7.42 -23.31 1.08
H 8.21 -23.93 0.59
H 2.76 -24.40 3.51
C 3.73 -17.61 3.61
C 5.60 -18.34 -1.38
H 8.46 -19.91 2.51
H 4.52 -24.28 -2.27
H 6.45 -23.06 -3.79
H 11.38 -17.56 -1.57
H 5.88 -17.91 -3.43
C 7.31 -17.68 1.13
C 3.30 -22.65 2.49
N 4.47 -23.59 4.12
H 13.39 -18.70 -2.26
H 8.21 -18.02 1.61
H 6.64 -24.03 1.36
C 4.90 -18.53 3.40
C 6.49 -22.25 -2.98
H 4.16 -22.88 -1.35
H 0.98 -17.51 1.64
H 7.13 -24.96 -0.99
C 7.45 -22.78 4.73
N 9.11 -18.83 -0.99
H 7.17 -23.65 5.31
H 5.75 -16.28 -0.94
C 5.01 -17.00 -1.01
H 7.88 -22.84 1.92
H 4.86 -24.28 -0.57
N 3.37 -23.65 3.35
H 3.79 -18.95 -2.50
C 3.61 -16.50 4.43
H 0.44 -15.55 3.17
H 13.74 -21.07 -2.28
H 10.12 -21.02 4.15
C 8.11 -19.66 -0.65
C 8.23 -20.71 3.18
H 4.30 -16.18 5.25
C 12.73 -20.74 -1.97
C 10.29 -19.48 -1.34
N 8.73 -22.38 4.92
*
```

Values from the calculation:
- highest occupied orbital energy (alpha / beta) (eV) = -11.51 / -14.21
- total energy (eV) = -71199.43684
- expectation value of S² = 6.04
- F_max (Eh/bohr) = 0.1018

=====

Record 9
Here is the molecule C17H18FN3O2S from the OMol25 dataset. Energies are from ωB97M-V/def2-TZVPD.

The geometry in ORCA input format:
```
! RIJCOSX wB97M-V def2-TZVPD def2/J DEFGRID3
* xyz 0 1
H -0.38 0.20 2.78
C 1.53 -4.22 -2.58
C 0.91 2.63 3.69
H 0.83 1.84 4.44
N -0.97 -0.40 -1.24
H 0.68 -4.88 -2.44
O 0.05 3.34 1.64
H 0.53 4.65 4.42
H 2.89 -5.83 -2.99
N 0.12 -1.04 -1.55
C -1.15 -2.85 -2.42
H -0.90 0.59 0.40
C 1.38 -2.84 -2.44
H -0.33 5.22 2.29
C 2.50 -2.02 -2.58
H 1.22 1.70 1.71
H 2.38 -0.95 -2.45
H 1.95 2.95 3.63
H -0.83 3.54 4.65
C 3.73 -2.55 -2.88
F 5.05 -4.46 -3.32
C 2.76 -4.77 -2.88
C -0.02 3.82 3.97
H -3.75 2.30 -0.79
C 3.85 -3.92 -3.03
S -3.59 -0.03 -1.05
C -0.75 1.17 2.43
C -2.16 -0.93 -1.48
C 0.08 -2.23 -2.13
C -2.93 1.61 -0.60
H -2.09 1.81 -1.25
C -2.30 -2.19 -2.09
H -1.19 -3.81 -2.92
H -3.28 -2.59 -2.28
H -1.49 1.56 3.14
C -0.57 4.20 2.59
C 0.43 2.16 2.31
H -1.66 4.07 2.55
N -1.42 1.01 1.17
H 4.61 -1.93 -2.99
O -3.17 2.35 1.67
C -2.52 1.71 0.87
*
```

Values from the calculation:
- SMILES string = O=C(CSc1ccc(-c2ccc(F)cc2)nn1)NC[C@@H]1CCCO1
- highest occupied orbital energy (eV) = -8.58
- total energy (eV) = -40038.82596
- F_max (Eh/bohr) = 0.0238